Computed, not measured: C19H43OP3SY as an isolated structure at a distorted geometry, with wB97M-V/def2-TZVPD.

Last column: Mulliken charge in e.
Element x y z (Å)
Y: -0.14 0.09 1.10  -0.999
P: 1.80 -1.07 2.76  1.236
P: 1.65 2.04 0.69  1.479
P: -0.82 -2.43 0.50  1.427
H: -0.73 1.94 -8.41  0.295
C: -1.66 1.39 -8.29  -0.626
C: -2.83 2.05 -7.99  -0.500
H: -2.84 3.13 -7.87  0.269
C: 3.21 -1.95 1.99  -1.262
C: 2.60 0.09 3.88  -1.282
C: 1.10 -2.27 3.91  -1.145
C: 0.79 3.01 -0.57  -1.431
C: 1.92 3.19 2.03  -1.194
C: 3.26 1.65 -0.06  -1.216
C: -2.07 -2.21 -0.78  -1.329
C: -1.63 -3.36 1.81  -1.382
C: 0.42 -3.53 -0.23  -1.278
H: -1.65 0.32 -8.46  0.309
H: -3.76 1.51 -7.92  0.287
H: 3.92 -2.30 2.77  0.485
H: 3.72 -1.28 1.29  0.257
H: 2.84 -2.81 1.40  0.266
H: 3.19 -0.47 4.63  0.470
H: 1.86 0.70 4.43  0.340
H: 3.26 0.79 3.36  0.344
H: 1.70 -3.20 3.94  0.446
H: 0.07 -2.56 3.63  0.171
H: 1.04 -1.85 4.94  0.471
H: 1.22 4.02 -0.58  0.549
H: -0.29 3.07 -0.33  0.407
H: 0.85 2.54 -1.57  0.290
H: 2.94 3.62 1.90  0.418
H: 1.85 2.68 3.01  0.238
H: 1.14 3.98 1.99  0.458
H: 3.69 2.60 -0.43  0.494
H: 3.12 0.93 -0.89  0.286
H: 3.91 1.16 0.70  0.343
H: -2.71 -3.11 -0.81  0.589
H: -1.59 -2.03 -1.76  0.278
H: -2.68 -1.31 -0.56  0.338
H: -2.41 -3.97 1.32  0.501
H: -2.10 -2.66 2.53  0.334
H: -0.89 -3.98 2.34  0.446
H: -0.13 -4.32 -0.78  0.479
H: 1.07 -3.95 0.57  0.339
H: 1.06 -2.95 -0.92  0.298
C: -0.94 0.52 -1.93  -0.377
C: 0.26 0.05 -2.54  0.827
C: 0.32 -0.06 -3.92  -0.921
C: -0.84 0.26 -4.66  -0.391
C: -2.04 0.68 -4.06  -0.578
C: -2.09 0.81 -2.68  0.104
O: -1.03 0.66 -0.62  -0.693
H: 1.48 -0.74 -0.09  0.066
H: 1.13 -0.22 -1.92  0.315
H: 1.26 -0.39 -4.39  0.496
H: -0.79 0.19 -5.74  0.418
H: -2.93 0.93 -4.64  0.507
H: -2.97 1.09 -2.10  0.527
C: -3.49 0.84 3.57  -1.235
S: -1.85 0.62 2.90  0.659
C: -0.77 1.21 4.20  -0.759
H: -4.20 0.42 2.85  0.389
H: -3.59 1.92 3.72  0.433
H: -3.45 0.30 4.52  0.411
H: 0.07 1.80 3.78  -0.001
H: -1.42 1.82 4.83  0.576
H: -0.39 0.33 4.73  0.234

* HOMO (spin up / spin down): -15.46 / -15.50 eV
* F_max: 3.557 eV/Å
* net charge: +3
* HOMO-LUMO gap (spin up / spin down): 3.59 / 3.36 eV

Computed, not measured: C19H43OP3SeSn as an isolated structure at a distorted geometry, with wB97M-V/def2-TZVPD.

Last column: Mulliken charge in e.
Element x y z (Å)
Sn: -0.60 -0.15 -0.92  0.781
P: -3.15 -0.20 -0.13  0.743
P: -0.01 -2.51 0.24  1.161
P: 0.03 2.66 0.77  1.045
H: 4.52 -0.91 -0.73  0.373
C: 4.35 0.06 -0.24  -0.663
C: 4.03 0.16 1.06  -0.601
H: 3.88 -0.73 1.68  0.319
C: -4.23 -0.19 -1.61  -1.274
C: -3.80 -1.61 0.83  -1.309
C: -3.74 1.22 0.84  -1.231
C: 1.78 -2.70 0.58  -0.973
C: -0.73 -3.14 1.80  -1.061
C: -0.35 -3.86 -0.94  -1.282
C: 1.77 3.08 0.83  -1.038
C: -0.88 3.41 2.12  -1.015
C: -0.63 3.25 -0.80  -1.050
H: 4.48 0.95 -0.88  0.302
H: 3.94 1.13 1.56  0.397
H: -5.27 -0.26 -1.27  0.478
H: -3.98 -1.03 -2.26  0.400
H: -4.09 0.75 -2.17  0.405
H: -4.89 -1.62 0.74  0.543
H: -3.52 -1.51 1.89  0.338
H: -3.41 -2.56 0.44  0.406
H: -4.84 1.19 0.89  0.540
H: -3.44 2.18 0.39  0.375
H: -3.34 1.17 1.87  0.307
H: 2.12 -3.65 0.16  0.518
H: 1.94 -2.70 1.66  0.476
H: 2.36 -1.88 0.14  -0.227
H: -0.75 -4.24 1.77  0.478
H: -1.76 -2.78 1.94  0.165
H: -0.12 -2.81 2.64  0.368
H: 0.39 -4.66 -0.80  0.497
H: -0.29 -3.48 -1.97  0.321
H: -1.36 -4.26 -0.77  0.376
H: 1.92 4.07 0.38  0.524
H: 2.37 2.34 0.27  0.084
H: 2.12 3.10 1.87  0.417
H: -0.79 4.50 2.06  0.448
H: -0.48 3.05 3.07  0.295
H: -1.94 3.12 2.05  0.334
H: -0.14 4.21 -1.04  0.504
H: -1.71 3.42 -0.75  0.330
H: -0.43 2.56 -1.63  0.332
C: 0.60 -0.47 -4.15  0.493
C: 1.89 -0.56 -3.59  0.151
C: 3.00 -0.19 -4.34  -0.688
C: 2.85 0.33 -5.63  -0.370
C: 1.56 0.53 -6.15  -0.583
C: 0.44 0.16 -5.40  -0.413
Se: -0.95 -1.22 -3.28  -0.066
H: -0.12 1.24 1.00  -0.372
H: 2.00 -0.94 -2.57  0.312
H: 4.00 -0.31 -3.91  0.459
H: 3.73 0.59 -6.23  0.466
H: 1.43 0.97 -7.14  0.446
H: -0.57 0.32 -5.79  0.464
C: 0.43 0.31 5.27  -1.399
C: 0.61 0.21 3.77  0.310
O: -0.58 -0.15 3.04  -0.304
H: -0.41 0.97 5.53  0.358
H: 1.34 0.72 5.72  0.420
H: 0.26 -0.68 5.71  0.413
H: 0.93 1.16 3.33  -0.132
H: 1.39 -0.53 3.51  0.104
H: -1.18 -0.60 3.67  0.277

* HOMO (spin up / spin down): -20.06 / -20.09 eV
* F_max: 2.245 eV/Å
* net charge: +4
* HOMO-LUMO gap (spin up / spin down): 4.43 / 4.74 eV

Computed, not measured: C19H43P3S2Y as an isolated structure at a distorted geometry, with wB97M-V/def2-TZVPD.

Last column: Mulliken charge in e.
Element x y z (Å)
Y: -0.37 -0.01 0.36  -1.096
P: 1.89 1.03 1.83  0.984
P: -1.90 2.03 1.03  1.264
P: 0.95 1.65 -1.70  0.774
H: 0.34 -4.10 1.59  0.282
C: 1.03 -3.73 0.82  -0.643
C: 2.03 -2.88 1.11  -0.325
H: 2.37 -2.64 2.12  0.277
C: 2.20 0.29 3.46  -1.130
C: 1.77 2.81 2.22  -1.182
C: 3.52 0.88 1.01  -1.051
C: -3.55 1.43 0.51  -1.105
C: -2.00 2.15 2.85  -1.004
C: -1.69 3.68 0.36  -1.212
C: 2.22 0.78 -2.69  -1.147
C: 1.69 3.30 -1.41  -1.342
C: -0.26 1.97 -3.07  -1.007
H: 0.83 -4.03 -0.22  0.295
H: 2.52 -2.36 0.28  0.211
H: 2.52 -0.76 3.36  0.244
H: 1.30 0.31 4.07  0.342
H: 2.98 0.82 4.01  0.499
H: 0.88 3.01 2.82  0.292
H: 1.71 3.41 1.31  0.135
H: 2.63 3.16 2.79  0.503
H: 3.79 -0.18 0.92  0.334
H: 4.32 1.38 1.57  0.468
H: 3.49 1.31 0.00  0.155
H: -4.30 2.20 0.76  0.460
H: -3.80 0.48 1.02  0.305
H: -3.55 1.24 -0.58  0.377
H: -2.74 2.93 3.10  0.472
H: -1.02 2.39 3.27  0.192
H: -2.31 1.18 3.28  0.267
H: -2.56 4.28 0.63  0.529
H: -1.59 3.63 -0.74  0.286
H: -0.77 4.13 0.76  0.313
H: 2.24 1.21 -3.70  0.446
H: 2.00 -0.29 -2.77  0.276
H: 3.20 0.91 -2.24  0.428
H: 1.93 3.80 -2.36  0.490
H: 2.62 3.19 -0.83  0.397
H: 1.01 3.94 -0.84  0.281
H: 0.29 2.42 -3.91  0.499
H: -1.05 2.65 -2.73  0.302
H: -0.73 1.02 -3.40  0.290
C: -0.66 -2.24 -3.09  0.545
C: -1.70 -2.05 -4.02  -0.226
C: -1.75 -2.83 -5.16  -0.858
C: -0.78 -3.81 -5.36  -0.354
C: 0.24 -4.03 -4.43  -0.892
C: 0.29 -3.25 -3.28  -0.269
S: -0.50 -1.20 -1.74  0.821
H: -1.12 -1.72 -0.47  0.303
H: -2.39 -1.24 -3.84  0.441
H: -2.54 -2.65 -5.91  0.416
H: -0.83 -4.43 -6.26  0.431
H: 1.03 -4.77 -4.62  0.421
H: 1.10 -3.35 -2.58  0.390
C: -0.60 -1.96 4.11  -1.078
S: -1.41 -1.37 2.59  0.534
C: -3.05 -2.11 2.68  -1.270
H: 0.49 -1.88 3.98  0.181
H: -0.86 -3.01 4.32  0.460
H: -0.91 -1.33 4.95  0.401
H: -2.97 -3.13 3.06  0.466
H: -3.67 -1.51 3.35  0.387
H: -3.49 -2.13 1.69  0.325

* HOMO: -17.71 eV
* F_max: 2.772 eV/Å
* net charge: +3
* HOMO-LUMO gap: 7.73 eV

Question: Among the records above, which one has the lowest F_max?
Answer: C19H43OP3SeSn